No. 1
Computed, not measured: a molecular structure, C20H27B2Br43O5P in a non-equilibrium geometry, with ωB97M-V/def2-TZVPD.

Summary:
HOMO level = -5.10 eV
Calculated total energy = -3053884.0974 eV
Spin multiplicity = 1
Net charge = -1
Kohn-Sham gap = 6.09 eV

Positions of all 98 atoms, in Å:
1 Br -5.968969 3.112820 -6.495414
2 C -1.110423 -3.738559 -2.041643
3 H -1.234134 7.620012 -0.124289
4 O -0.703855 -0.375614 0.524879
5 Br 2.837982 -4.557583 4.237189
6 H -1.492149 -4.748950 -2.075043
7 H -4.646621 2.050243 1.144396
8 C 6.348303 -4.018404 0.414387
9 C 1.546150 -10.938862 4.502735
10 C 1.576755 5.128473 -2.857481
11 H 2.208744 -2.475637 -2.235674
12 H 0.141006 -1.510916 -1.933721
13 C 0.089125 6.425288 2.660567
14 C -0.147352 10.644510 2.459569
15 Br -0.927934 -4.428171 5.362042
16 C 3.019393 -0.595733 -1.583597
17 H -4.589456 1.104461 -6.923244
18 Br 4.687825 -3.454806 1.195770
19 Br -0.088058 4.193653 -2.765073
20 Br 0.686069 5.343744 1.181398
21 C 3.143390 -1.935197 -2.322000
22 Br -3.532788 8.502147 0.058461
23 Br 1.842433 -9.729002 3.038429
24 C 4.059256 -4.913088 -5.330370
25 H 2.298188 1.482426 -3.581930
26 Br 2.216232 5.280845 -4.670790
27 C 2.234004 -0.464884 7.292146
28 Br 1.536851 6.904364 3.834701
29 Br 2.221000 -4.749657 -4.782371
30 O -1.956352 -1.988585 -3.434630
31 Br 1.478587 6.853106 -1.995313
32 Br 0.323715 -0.698940 7.219469
33 Br -2.274174 -0.167777 3.772283
34 B 1.784008 0.225466 -2.138549
35 Br -2.273435 -6.653110 3.517941
36 P -0.711022 0.654218 -0.785221
37 Br 4.620807 -6.756576 -5.456493
38 H 2.301496 4.539376 -2.314876
39 B 0.172074 -0.320819 -2.190624
40 C -0.377445 0.132098 3.928825
41 Br -6.614329 0.028317 -6.003995
42 C -0.421506 -0.018700 -3.705130
43 Br -6.809723 1.818659 -1.974475
44 H 2.978606 -0.741591 -0.508110
45 Br 2.850983 -10.704680 5.900596
46 C -5.233647 1.369846 -6.098968
47 Br 1.470887 -12.769321 3.910780
48 Br 5.907101 -4.796297 5.053189
49 H -0.888500 0.960666 -3.706072
50 H 3.296595 -1.774693 -3.379881
51 H 0.383840 0.018209 -4.424642
52 Br 2.769315 1.133557 6.365669
53 H -3.150317 -4.479586 4.305121
54 O 2.034363 1.520692 -2.662785
55 Br 1.271194 11.140874 3.661675
56 H 3.974251 -2.499833 -1.930804
57 Br -2.551574 3.335631 1.016725
58 Br 3.923681 -7.257598 5.503603
59 H -0.092078 -3.695596 -1.694350
60 C 4.347266 -5.730207 4.413035
61 C -1.472416 -0.943889 -4.248583
62 H 7.079848 -4.071153 1.205981
63 Br 5.226590 -3.889906 -4.195558
64 H -7.196702 4.059256 -2.928142
65 Br 0.515065 9.624764 0.967689
66 H -0.567207 11.556110 2.063621
67 H 4.580988 -6.096911 3.423906
68 Br -4.159539 1.395669 -4.512519
69 Br 6.204703 -5.782502 -0.347825
70 C -1.166377 -3.095952 -3.391706
71 Br -2.451230 5.831793 -1.296659
72 C -2.051371 7.647367 -0.830449
73 C -2.178481 -4.773236 3.939629
74 C -7.868969 3.328978 -2.502355
75 O -0.581915 -3.513383 -4.367339
76 H -0.167286 0.241229 4.984672
77 Br -1.366293 5.593316 3.592691
78 Br -2.936136 0.859271 -1.397017
79 Br -8.700225 4.175454 -0.984661
80 Br -1.443883 8.674327 -2.345716
81 C -4.370779 3.019208 1.537168
82 Br 0.147270 1.750716 3.039561
83 H 3.930492 -0.025552 -1.774197
84 Br 0.661589 -1.375904 3.336468
85 Br -1.798885 -3.731764 2.371712
86 H 4.132914 -4.493904 -6.321719
87 Br -1.557286 9.702890 3.370560
88 Br 6.991768 -2.737001 -0.865727
89 Br -9.146908 2.864891 -3.865033
90 Br 3.151086 -2.019344 6.626048
91 H -1.200888 -1.169170 0.308132
92 H -1.704320 -3.167297 -1.344338
93 Br -5.606829 4.299319 0.792341
94 H 2.503540 -0.347962 8.330100
95 H 0.582364 -10.699821 4.924894
96 H -0.287597 7.346962 2.245961
97 O -1.961140 -0.804055 -5.348102
98 Br -4.551189 2.932459 3.458486

Forces on atoms 1 to 6 (eV/Å):
-0.0280 -0.0069 -0.0008
-0.6308 0.2669 0.0785
0.0475 -0.0065 0.0166
-0.6041 0.3203 -0.2744
-0.0817 -0.0906 0.0140
0.1286 -0.3576 -0.1107



No. 2
Computed, not measured: a molecular structure, C20H27BN8O2Ta in a non-equilibrium geometry, with ωB97M-V/def2-TZVPD.

Summary:
HOMO level = -18.43 eV
Calculated total energy = -39400.5498 eV
Spin multiplicity = 1
Net charge = +3
Kohn-Sham gap = 7.04 eV

Positions of all 59 atoms, in Å:
1 H 2.424187 -0.689524 -4.324113
2 C -2.172539 -2.776566 1.008906
3 N -0.916726 -1.225324 -0.521216
4 C -1.913341 3.290496 -1.535539
5 H 1.008130 -2.937154 5.640081
6 H 2.384498 1.072968 -4.318957
7 N 1.454286 0.190198 -1.820596
8 C -1.300664 -2.233394 -3.997113
9 O 0.022169 -2.588277 3.166873
10 H 0.374487 0.288009 6.393236
11 H -0.237612 2.674463 -4.332125
12 C 2.992546 0.154248 -0.181526
13 N -0.955365 1.579494 -0.489231
14 C 0.314248 0.148979 5.319609
15 C -1.320377 -2.074004 -2.518832
16 H -3.143017 -3.262260 0.929668
17 C 2.856225 0.200854 -3.864258
18 C -1.958422 -2.889983 -1.564728
19 H -1.757502 1.790796 -4.468259
20 H 4.122005 1.043724 1.384315
21 H -1.778595 -1.383716 -4.488248
22 C 0.130034 -1.466026 3.554709
23 H -2.459824 4.196095 -1.748735
24 H -1.348336 3.770086 1.529773
25 N -0.712636 -1.071758 -1.887799
26 N 1.633743 0.165083 -0.445125
27 H -2.988179 3.901235 0.897115
28 H 0.308982 -1.859777 6.874319
29 O 0.231113 1.743319 2.088306
30 Ta -0.047273 0.186747 0.704504
31 C 2.656310 0.186687 -2.391045
32 C 3.640666 0.165747 -1.380447
33 H 2.743629 0.103330 1.959715
34 C 3.530826 0.145727 1.206117
35 N 0.218551 -1.122437 4.912938
36 H 3.918244 0.224180 -4.090465
37 H -0.278523 -2.303792 -4.372586
38 N -0.740355 1.424002 -1.860372
39 N 0.154580 -0.349009 2.694034
40 H -1.773771 3.543523 -4.243000
41 C 0.193735 -2.257022 5.870869
42 H 4.184093 -0.714375 1.350043
43 C -1.264323 2.624782 -3.966019
44 H -1.834469 -3.137144 -4.277203
45 C -1.302729 2.453212 -2.488896
46 C 0.250413 0.952299 3.140664
47 C 0.337302 1.246737 4.473014
48 C -1.694839 2.742497 -0.307794
49 H 0.052437 0.205653 -3.608449
50 B 0.018671 0.188001 -2.422440
51 H -2.471753 2.408968 1.669497
52 H -2.538451 -3.775425 -1.773623
53 C -2.146433 3.225391 1.025636
54 H 0.413911 2.258034 4.842493
55 H -2.283632 -1.930594 1.692911
56 H -0.751104 -2.785652 5.782278
57 H 4.708437 0.164968 -1.535552
58 H -1.473038 -3.483038 1.452535
59 C -1.714623 -2.344310 -0.339865

Forces on atoms 1 to 6 (eV/Å):
0.0119 -0.0029 0.0295
0.0173 0.0283 -0.0856
-0.0150 -0.0188 0.7738
-0.0483 0.1089 -0.1476
0.0332 0.0052 -0.0237
0.0090 0.0032 0.0375



No. 3
Computed, not measured: 2 unconnected molecules or ions with the total composition C20H27BrF8N3O2, with ωB97M-V/def2-TZVPD.

Summary:
HOMO level = -1.30 eV
Calculated total energy = -121523.0332 eV
Spin multiplicity = 1
Net charge = -1
Kohn-Sham gap = 3.42 eV

Positions of all 61 atoms, in Å:
1 H 3.693969 -0.496972 3.748178
2 H -1.629065 2.089737 -4.221055
3 F -4.287383 -2.034376 3.030307
4 C 0.862322 4.027896 -3.559493
5 N 0.633773 2.937539 -1.297648
6 F -2.317340 -1.934215 0.161924
7 H -5.990730 -1.496001 1.267176
8 H 1.518604 -0.354479 -1.562193
9 C -1.672839 -3.405171 1.879180
10 H -1.847904 4.169826 -3.224866
11 C 0.017233 5.235700 -1.570426
12 O 1.968160 3.274048 -1.011296
13 C 0.056071 3.865792 -2.252861
14 F -2.204668 -3.886270 3.040136
15 H -0.525345 5.962478 -2.188797
16 H 1.876774 4.336658 -3.307653
17 F -1.852058 -4.346189 0.938098
18 C 2.924472 -3.436184 1.971954
19 H 0.407656 4.786756 -4.207249
20 C 0.411029 1.493782 -1.498218
21 C -0.453235 0.987281 -0.324582
22 C -4.046417 -2.301305 1.728794
23 H -0.482124 5.146545 -0.603660
24 H -2.434130 1.562024 -2.764994
25 C 3.663944 -2.125334 2.312596
26 C 1.726803 0.722040 -1.473292
27 C 2.943024 -1.140705 3.282647
28 H 0.058490 1.223546 0.611984
29 F -4.455078 -3.564621 1.482742
30 C -1.516857 2.030019 -3.134099
31 N 1.733549 -2.464158 5.178233
32 H -0.624323 -0.097404 -0.373074
33 C 4.026222 -1.409915 1.076627
34 C -4.961218 -1.366342 0.916065
35 H 2.483964 -3.873116 2.872833
36 O 0.595948 -3.912181 1.266599
37 F -2.083167 -1.093284 2.156347
38 H -1.940595 3.508143 -1.604513
39 F -4.572324 -0.089096 1.089505
40 H -0.003903 -2.024524 1.855814
41 N 4.144784 -0.753101 0.148717
42 H 0.925390 3.098458 -4.126122
43 C 1.840150 -3.358244 0.868998
44 C -2.519927 -2.165222 1.466371
45 C -1.386689 3.443974 -2.546520
46 C 2.253560 -1.866667 4.352560
47 H -0.589692 0.096386 -2.806784
48 H 2.259838 0.907916 -0.546125
49 H 1.030712 5.593819 -1.398534
50 H 4.605712 -2.381185 2.816917
51 C -0.182414 -3.078747 2.087595
52 H 3.695869 -4.138588 1.637832
53 H 2.151242 -3.973015 0.020310
54 H 0.029074 -3.238283 3.153035
55 H 1.703539 -2.334517 0.494997
56 C -0.299818 1.153783 -2.818323
57 Br 1.700383 0.087424 2.430996
58 F -4.904101 -1.661761 -0.396554
59 H -1.422939 1.489332 -0.307328
60 H 2.386044 1.021517 -2.287283
61 H 0.428629 1.250575 -3.625926

Forces on atoms 1 to 6 (eV/Å):
-0.1152 -0.0866 -0.1214
-0.0145 -0.0162 0.0008
-0.0332 0.0022 0.1052
0.0196 0.0189 -0.0862
-0.0074 0.1396 0.4870
0.0575 -0.0281 -0.1991



Which of these has the lowest calculated total energy?
C20H27B2Br43O5P